Entry 1:
Formula: C5H9NO
Source: the OMol25 dataset
Level of theory: wB97M-V/def2-TZVPD

Last column: Mulliken charge in e.
Cartesian coordinates (Å):
H 1.602 0.023 -1.656  0.277
C -0.318 1.221 -0.007  0.321
H -0.507 -2.600 -0.267  0.306
H -0.510 -0.012 2.289  -0.024
C -1.205 2.275 0.392  -0.226
N 1.761 -0.008 -0.652  -0.635
H -0.813 3.005 1.099  0.212
H -0.377 -1.361 -1.526  0.331
C 0.637 0.318 0.121  -0.218
C 0.198 -1.984 -0.831  -1.239
C 1.041 -1.085 0.048  0.309
H 1.609 -1.569 0.844  0.431
O -0.446 2.299 -0.843  -0.448
H 0.845 -2.649 -1.414  0.331
H -2.288 2.222 0.312  0.245
H -1.227 -0.095 2.089  0.027

## Properties
SMILES = C[C@H]1N/C1=C1/CO1.[H][H]
Total energy = -325.725105 a.u.
HOMO level = -8.32 eV
M = 99.13 g mol⁻¹
Energy relative to the best compared isomer or geometry (same formula, charge and spin) = 5.781 eV

---

Entry 2:
Formula: C5H17N2O
Source: the OMol25 dataset
Level of theory: wB97M-V/def2-TZVPD

Last column: Mulliken charge in e.
Cartesian coordinates (Å):
H 0.934 -2.374 -2.191  0.261
H 0.385 1.716 -1.181  0.274
C -0.168 1.184 0.922  -0.815
C 0.960 1.601 -0.192  -0.573
H 3.421 1.409 0.713  0.336
H -0.708 -0.501 1.746  0.417
H -0.974 1.928 0.742  0.320
H -1.860 -1.193 -0.819  0.145
H 3.754 -0.345 0.341  0.276
N 1.821 0.413 -0.403  -0.141
H -2.262 0.493 -0.425  0.309
C -1.888 -0.456 -0.003  -0.180
H 3.713 0.886 -0.977  0.317
H 1.463 2.504 0.132  0.418
H 0.194 1.522 1.874  0.432
O 0.432 -1.649 -1.858  -0.576
H -0.053 -1.436 -2.601  0.277
H 1.549 -0.468 -0.832  0.248
H -2.891 -1.276 1.947  0.269
H 0.106 -0.753 0.324  0.263
C 3.215 0.623 -0.004  -1.012
C -3.106 -1.098 0.814  -0.989
N -0.610 -0.182 0.800  0.122
H -3.463 -2.048 0.276  0.285
H -3.963 -0.499 0.856  0.319

## Properties
Net charge = +1
Total energy = -385.137497 a.u.
HOMO level = -11.75 eV
M = 121.20 g mol⁻¹
Energy relative to the best compared isomer or geometry (same formula, charge and spin) = 2.809 eV

---

Entry 3:
Formula: C24H35CoF9N2O3S2Si
Source: the OMol25 dataset
Level of theory: wB97M-V/def2-TZVPD

Last column: Mulliken charge in e.
Cartesian coordinates (Å):
H -5.769 2.257 0.445  0.469
H -3.895 0.437 -2.424  0.345
C -1.179 4.788 1.848  -0.584
H -4.076 2.278 -0.052  0.213
O 1.677 -0.474 -1.475  1.280
C -3.301 -0.479 -2.349  -0.998
H 4.920 -2.737 0.108  0.313
C -3.082 0.529 1.853  1.105
C 2.325 -0.365 -2.624  0.636
N -1.305 -1.311 -1.067  0.333
Si 3.750 -1.420 1.864  0.099
H -2.226 -0.305 -4.203  0.249
C 1.727 0.764 -3.543  -0.005
H -2.392 -2.729 -4.886  0.373
F 2.039 0.607 -4.844  -0.299
C -0.565 3.152 3.476  -0.891
H -3.203 -3.089 -3.359  0.323
C 2.772 -2.023 3.338  -0.828
C -2.493 -2.416 -3.845  -1.107
C -1.054 -1.740 0.179  0.386
H 3.281 -2.862 3.823  0.374
H 5.983 -1.851 2.880  0.288
H -3.813 -1.498 1.901  0.396
H -3.874 -0.868 -4.375  0.383
S 0.563 1.862 -0.231  -0.463
H -0.514 -1.517 -1.664  0.040
C 5.489 -0.974 2.452  -1.214
H 3.184 -2.756 -0.187  -0.033
H 3.628 0.654 0.437  0.564
C -2.974 -0.970 -3.761  -0.535
Co 1.283 -0.107 0.393  -0.587
H 5.464 -0.194 3.215  0.305
C -4.414 1.269 1.833  -0.958
S 0.426 -2.559 0.470  -0.497
C -0.062 2.745 1.149  0.988
H -1.401 -1.694 2.089  0.299
F 4.483 -1.143 -1.951  -0.247
C -4.849 1.672 0.427  -0.971
C -0.037 2.323 2.484  0.186
H 6.100 -0.616 1.620  0.293
H 2.635 -1.219 4.064  0.241
H 1.776 -2.344 3.033  0.151
C -1.143 4.370 3.176  -0.604
N -1.866 -1.514 1.209  0.054
H -3.613 -0.885 0.277  0.090
H -0.506 2.795 4.496  0.468
C -3.168 -0.878 1.269  -1.045
H -0.647 4.326 -0.172  0.478
C 3.943 -2.795 0.593  -0.707
H -5.190 0.651 2.300  0.342
C -2.092 -0.149 -1.481  0.703
C 0.468 0.976 2.946  0.091
H -3.931 -1.221 -1.843  0.265
F 2.935 -1.885 -4.460  -0.277
H -1.526 -2.564 -3.368  0.173
H -2.387 0.415 -0.600  -0.650
O 0.730 0.816 4.130  -0.753
F 2.397 -2.758 -2.571  -0.217
H -4.323 2.165 2.451  0.371
H 2.859 0.848 2.014  0.556
C -0.639 3.993 0.859  -0.984
F 4.454 0.200 -3.644  -0.292
H -1.411 0.506 -2.025  0.202
H -1.621 5.742 1.586  0.391
O 0.480 0.006 2.084  0.198
F 2.159 1.973 -3.180  -0.257
H -1.556 4.990 3.962  0.379
F 0.392 0.779 -3.472  -0.108
H -2.327 1.102 1.306  -0.848
F 0.877 -1.862 -3.801  -0.224
H -5.029 0.803 -0.211  0.201
F 4.079 0.952 -1.662  -0.219
C 2.154 -1.734 -3.379  0.314
H -2.706 0.454 2.876  0.595
C 3.003 0.156 1.178  -0.838
C 3.854 -0.082 -2.471  0.352
H 3.869 -3.768 1.086  0.388

## Properties
Net charge = -1
Total energy = -4638.399138 a.u.
HOMO level (alpha / beta) = -4.93 / -4.94 eV
M = 721.69 g mol⁻¹

---

Entry 4:
Formula: C48H54N6O21
Source: the OMol25 dataset
Level of theory: wB97M-V/def2-TZVPD

Last column: Mulliken charge in e.
Cartesian coordinates (Å):
C 3.892 -2.277 0.401  0.480
O 1.504 -2.840 -3.580  -0.629
C -5.669 -1.530 -0.159  -1.020
H -6.741 -1.516 0.133  0.482
H 1.666 5.268 -0.494  0.582
C 2.076 -5.404 -1.183  -0.305
C 5.180 -0.271 0.098  -1.012
H 4.278 5.605 -0.476  0.030
H -0.905 0.934 -1.990  0.576
N -2.263 5.819 -0.223  1.042
H 1.280 1.562 -0.521  0.006
C -1.198 1.638 3.552  -0.423
H -5.482 -5.717 -2.757  0.451
O 0.075 -4.146 -2.672  -0.604
C 1.513 7.884 -2.592  -0.523
H 5.598 0.822 1.904  0.446
O -4.009 -0.484 3.838  -0.641
C -1.407 4.354 -2.047  -0.384
H -1.181 5.239 -2.614  0.410
O 2.762 -2.480 3.718  -0.636
C -1.883 0.482 3.741  0.094
H -5.259 -1.948 0.771  0.323
O 2.739 3.290 -1.392  -0.350
O -2.329 -0.964 -2.588  -0.038
H -5.141 0.602 0.034  0.341
O -3.741 -5.385 -0.909  -0.641
H -0.942 -1.542 -3.989  0.203
C -1.998 -1.750 -3.802  -0.770
O -2.825 5.912 0.848  -0.625
C 4.608 -1.433 -0.451  -0.232
C -7.576 -5.550 -2.510  -0.395
C 4.477 3.463 4.929  -1.521
H 2.616 0.426 0.052  -0.183
H -1.677 2.467 3.044  0.358
C -3.613 -0.974 -2.264  0.408
H 5.139 6.350 0.785  0.339
H 4.659 -1.616 -1.514  0.436
N 1.213 -3.782 -2.887  1.184
H 4.399 4.551 4.881  0.380
H 4.371 -0.714 3.361  0.594
C -6.255 -5.515 -2.051  -0.469
H 1.253 8.940 -2.651  0.376
C -1.272 -3.897 1.225  -1.616
H 5.713 0.429 -0.528  0.428
H -5.611 0.058 -1.597  0.400
C -0.959 3.100 -2.475  -0.720
N -4.679 -5.013 -0.210  1.182
O 0.552 -1.068 -0.952  -0.771
H 2.932 -6.848 0.232  0.361
C -2.017 4.469 -0.788  -0.475
C 5.139 -0.048 1.438  -0.431
H -9.674 -5.384 -2.089  0.389
C 4.370 4.171 1.843  0.872
O -1.863 6.755 -0.893  -0.617
O -3.824 1.267 2.719  -0.611
H 5.136 -6.685 -0.625  0.410
H -2.118 -2.822 -3.504  0.220
C 2.335 5.934 -3.713  -0.547
H -2.218 -2.443 0.015  -0.510
C -5.085 -0.219 -0.680  -0.543
C -6.065 -5.079 -0.723  0.006
H -1.836 -1.480 4.603  0.507
H 2.857 5.468 -4.538  0.465
H 5.537 3.226 5.090  0.318
H -0.501 2.960 -3.466  0.451
C 0.100 -0.583 4.519  -0.339
H 2.783 2.998 3.631  -0.101
O -4.532 -4.635 0.944  -0.575
H 4.032 1.732 3.824  -0.076
O 5.294 4.274 0.874  -0.335
C 4.377 -6.122 -1.142  -0.517
C 2.131 5.234 -2.525  -0.177
C 1.985 7.261 -3.766  -0.504
O 0.783 0.169 1.012  1.251
O 4.569 3.041 2.461  -0.203
H 1.875 0.650 4.538  0.266
C 0.303 -0.815 0.214  0.112
C 1.722 5.872 -1.390  0.246
C -2.256 3.348 -0.043  -0.640
H -1.972 1.212 0.185  1.003
O -4.437 -1.510 -2.960  -0.627
O 2.487 -3.880 2.079  -0.606
H -6.880 -4.664 1.167  0.467
H -2.788 3.486 0.899  0.534
H -1.728 -4.697 0.616  0.303
C 3.844 2.804 3.695  0.820
C 3.616 -4.476 -2.768  -0.367
O -0.531 -1.518 0.947  0.041
H -1.996 -3.741 2.023  0.361
H 3.850 -3.801 -3.572  0.477
H 1.089 -5.400 -0.733  0.417
C 1.726 1.024 0.327  -0.139
N 2.951 -2.838 2.557  1.062
C 5.200 5.508 0.087  -0.481
O -3.769 -0.350 -1.087  0.139
N -3.327 0.425 3.456  1.140
C -7.152 -4.851 0.136  -0.195
C -1.769 2.080 -0.425  0.227
C -1.197 -2.670 0.316  1.201
C -8.657 -5.273 -1.708  -0.563
C 1.335 7.196 -1.447  -0.844
C 0.804 0.578 4.348  -0.282
H 3.882 3.197 5.801  0.423
H -7.727 -5.929 -3.491  0.406
C 2.356 -4.552 -2.249  0.183
H -0.319 -4.213 1.678  0.283
C -1.243 -0.647 4.264  -0.629
H 2.023 1.730 1.110  -0.051
N 2.571 3.802 -2.474  1.002
H 6.084 5.640 -0.541  0.272
O 2.703 3.258 -3.569  -0.635
H 1.046 7.688 -0.527  0.475
H 5.661 -5.170 -2.570  0.328
C 3.051 -6.198 -0.641  -0.571
C 4.435 -0.896 2.301  -0.583
C 4.627 -5.279 -2.195  -0.395
C 3.837 -2.005 1.739  -0.155
H -9.139 -4.755 0.378  0.374
H 2.045 7.765 -4.733  0.406
H 3.486 -3.207 0.063  0.158
H -0.605 -2.915 -0.559  -0.147
C 0.161 1.692 3.863  -0.489
H -2.635 -1.448 -4.626  0.390
C -8.414 -4.899 -0.400  -0.418
C -1.132 1.943 -1.650  -0.825
H 0.664 -1.450 4.843  0.415
H 0.766 2.531 3.573  0.465
H -5.602 -2.341 -0.882  0.120
O 3.497 4.968 2.042  -0.604

## Properties
SMILES = O=[N+]([O-])c1ccccc1.O=[N+]([O-])c1ccccc1.O=[N+]([O-])c1ccccc1.O=[N+]([O-])c1ccccc1.O=[N+]([O-])c1ccccc1.O=[N+]([O-])c1ccccc1.CCOC(=O)OC.CCOC(=O)OC.CCOC(=O)OC
Total energy = -3769.510118 a.u.
HOMO level = -9.55 eV
M = 1050.98 g mol⁻¹
Energy relative to the best compared isomer or geometry (same formula, charge and spin) = 0.000 eV

---

Question: Which of these has the lowest total energy?
Answer: C24H35CoF9N2O3S2Si

---

Question: Look up the total energy of the fourth one.
Answer: -3769.510118 a.u.